95
Properties=species:S:1:pos:R:3:mulliken_charge:R:1 method="wB97M-V/def2-TZVPD" orbital_gap_ev=10.3 homo_ha=-0.36546 e_tot_ha=-3482.31981 smiles="CCOC(=O)OCCCS(=O)(=O)O.O=C1OCCO1.O=C1OCCO1.O=C1OCCO1.O=C1OCCO1.O=C1OCCO1.O=C1OCCO1.O=C1OCCO1"
C 2.33520 -0.97856 -1.73552 -0.636
C 1.02819 -0.30601 -0.93737 -0.017
O 0.12697 -1.40982 -0.57365 -0.205
C -1.26775 -0.96936 -0.41553 0.463
O -2.20307 -1.95438 -0.31498 -0.520
O -1.74798 0.41971 -0.33607 -0.209
C -2.19383 0.76323 -1.68999 -0.315
C -3.80332 0.86447 -1.91977 -0.600
C -4.75200 0.19381 -0.77766 0.153
S -5.77271 -1.28258 -1.42954 1.015
O -6.39718 -0.90537 -2.81356 -0.609
O -6.88773 -1.62858 -0.38528 -0.611
O -4.83754 -2.69870 -1.64816 -0.455
H 3.09120 -0.11406 -2.02391 0.174
H 2.85938 -1.82338 -1.11855 0.216
H 1.88930 -1.44599 -2.73220 0.202
H 1.41375 0.18708 0.07826 0.187
H 0.58274 0.47725 -1.68398 0.219
H -1.74696 1.84485 -1.92769 0.251
H -1.76208 -0.06646 -2.41575 0.320
H -4.12563 1.99404 -2.09505 0.293
H -4.03768 0.29575 -2.94221 0.272
H -5.57541 1.01146 -0.49566 -0.234
H -4.23265 -0.09271 0.22815 0.334
H -4.27667 -2.64256 -2.47667 0.359
O 5.20794 -1.40144 -0.87676 -0.518
C 5.61684 -0.36470 -0.38112 0.600
O 6.92824 0.01346 -0.35457 -0.338
C 6.96008 1.35568 0.09306 -0.109
C 5.68291 1.49351 0.85648 -0.321
O 4.82203 0.56815 0.22032 -0.263
H 7.83976 1.53541 0.71717 0.387
H 7.00021 2.01794 -0.77808 0.027
H 5.79195 1.20969 1.90856 0.255
H 5.27276 2.50567 0.80209 0.281
O -5.84764 3.22668 0.25843 -0.577
C -6.54371 2.77300 1.15138 0.730
O -7.55020 3.45779 1.76903 -0.348
C -8.25039 2.52510 2.57076 -0.361
C -7.23801 1.45330 2.81430 -0.063
O -6.41656 1.51406 1.66380 -0.275
H -8.59397 2.99184 3.49798 0.324
H -9.11904 2.16085 2.01232 0.229
H -6.62338 1.65187 3.69867 0.106
H -7.69438 0.46457 2.91335 0.318
O 9.02694 3.23122 0.02424 -0.564
C 9.27735 3.70950 -1.06949 0.673
O 10.04296 3.10024 -2.02139 -0.292
C 9.90618 3.86025 -3.20741 -0.313
C 9.51205 5.21158 -2.70584 -0.309
O 8.82887 4.92476 -1.50039 -0.295
H 10.84649 3.88101 -3.76511 0.287
H 9.13151 3.40376 -3.83237 0.264
H 10.37807 5.84272 -2.48007 0.269
H 8.85918 5.74092 -3.40527 0.291
O -5.65648 0.49489 4.67626 -0.653
C -4.46482 0.66945 4.86902 0.570
O -3.47196 0.13250 4.10129 -0.264
C -2.26238 0.74617 4.50536 -0.185
C -2.55468 1.19602 5.90006 -0.314
O -3.95057 1.42679 5.88175 -0.306
H -1.43340 0.03442 4.46249 0.300
H -2.04846 1.58292 3.83218 0.240
H -2.33366 0.42304 6.64367 0.320
H -2.01400 2.10884 6.16480 0.232
O -1.85469 4.04732 4.41607 -0.576
C -2.78725 4.60826 4.96687 0.708
O -3.25710 4.28709 6.20766 -0.294
C -4.17598 5.29922 6.57399 -0.311
C -4.61784 5.85431 5.25884 -0.244
O -3.49764 5.63870 4.42172 -0.322
H -5.00605 4.87958 7.14891 0.302
H -3.65695 6.04226 7.18847 0.250
H -5.47726 5.31608 4.84534 0.166
H -4.85966 6.91913 5.31671 0.311
O 3.44460 -1.81992 -5.12308 -0.563
C 2.82869 -2.86411 -4.98895 0.579
O 2.70043 -3.81480 -5.96015 -0.359
C 2.12025 -4.95161 -5.34859 -0.275
C 1.41033 -4.37985 -4.16449 -0.188
O 2.17692 -3.23350 -3.84773 -0.271
H 1.43902 -5.45754 -6.03824 0.360
H 2.91804 -5.64526 -5.06319 0.321
H 0.38771 -4.06732 -4.40085 0.266
H 1.38360 -5.07413 -3.32014 0.191
O 3.32104 -7.41426 -4.49035 -0.586
C 2.62498 -7.86795 -3.59740 0.605
O 1.61849 -7.18315 -2.97975 -0.218
C 0.91830 -8.11585 -2.17802 -0.392
C 1.93068 -9.18765 -1.93448 -0.393
O 2.75212 -9.12688 -3.08498 -0.337
H 0.57472 -7.64911 -1.25080 0.333
H 0.04965 -8.48009 -2.73646 0.273
H 2.54531 -8.98908 -1.05011 0.274
H 1.47431 -10.17637 -1.83543 0.307